Molecular formula: C51H47N3O8P2S2Sr
Method: DFT, ωB97M-V/def2-TZVPD

As for the LUMO energy: -0.001 hartree. The value obtained for the energy is -115590.5097 eV. For the HOMO-LUMO gap, the calculation gives 7.21 eV. Its multiplicity is 1.

Each line ends with the Mulliken charge.
Element x y z (Å)
H (-1.8253, -4.9787, 4.5726)  0.406
C (-2.0006, 3.1035, 8.0640)  -1.426
C (-1.4354, -4.0231, 4.2451)  -0.958
C (-1.0908, 6.4617, 0.2380)  -0.766
C (-1.6034, 2.6069, 5.6327)  -0.922
C (5.1858, -2.0087, 0.5304)  -0.271
H (-4.4630, 6.2048, 0.4178)  0.423
P (-1.3149, 2.4616, -0.3782)  0.420
S (1.1734, 0.5362, 3.5928)  2.435
S (4.4343, -4.5076, 0.3660)  1.452
H (-3.9114, 3.8349, -0.0021)  0.388
C (-3.0598, 0.3968, -0.0628)  -0.889
H (1.9033, -2.3411, -5.2412)  0.331
H (0.3771, -2.4951, -4.3589)  0.055
C (-4.2172, -0.3277, -0.3004)  -0.416
C (-0.1916, 2.4905, -1.8435)  -1.519
H (0.0744, -1.2449, 5.4551)  0.374
C (-3.7114, 1.9850, -1.7640)  0.114
H (0.4478, 1.9148, 8.2316)  0.308
C (-5.1209, 0.1080, -1.2562)  -0.802
H (-0.3011, 7.1963, 0.3246)  0.416
C (3.7869, 1.7228, -3.8481)  -0.844
H (3.5810, -2.8306, 1.5354)  0.185
P (0.0931, 0.7921, -2.4862)  0.279
H (-3.1262, 1.2965, -6.2339)  0.470
C (-2.7506, 0.6622, -5.4408)  -0.799
O (3.6770, -5.4538, 1.1313)  -0.722
H (-2.3064, -4.8397, -0.2065)  0.531
C (2.0715, -3.3901, -3.3734)  0.372
C (-0.7795, 5.1355, -0.0095)  -0.524
C (-0.8605, 2.0596, 4.6026)  -0.670
H (-3.1195, -2.4604, -4.1831)  0.510
H (-2.1026, 4.1857, 7.9593)  0.320
H (3.8112, -4.0290, -4.4562)  0.441
H (6.2622, -2.1322, 0.6460)  0.456
H (5.3208, 0.1453, 0.6952)  0.423
H (1.7810, 0.9201, 6.3789)  0.511
H (-3.5148, 2.8946, -2.3209)  0.522
H (-1.3431, -1.6002, -2.6576)  -0.375
H (-1.5640, 2.8945, 9.0393)  0.339
O (2.2190, -0.2466, 4.1974)  -0.848
H (2.8246, 1.4069, -1.9519)  0.206
H (-0.5297, 3.1653, -2.6295)  0.547
C (-2.8047, 1.5477, -0.8017)  0.422
H (1.0650, -3.8892, -5.2044)  0.501
H (4.4883, 1.9411, -5.8645)  0.398
H (-3.0036, 2.6753, 8.0397)  0.334
C (-2.4170, 6.8479, 0.3804)  -0.456
C (2.4616, 1.2501, -5.7983)  -0.796
H (4.9637, -2.0287, -0.5457)  0.242
C (-1.7975, 4.1889, -0.1183)  0.534
H (-0.8265, -3.4085, 6.1854)  0.403
O (2.9508, 0.5190, -0.0177)  -0.866
C (1.5066, -3.2430, -2.1115)  0.626
H (-4.0005, -0.9966, -5.9704)  0.395
C (-1.1534, 2.5460, 6.9521)  1.029
H (0.4576, 0.5880, -5.4373)  0.466
C (0.8322, 1.4054, 6.1867)  -0.330
H (0.5033, -2.8473, -2.0177)  0.022
H (-2.3952, -5.5086, 2.1965)  0.418
N (0.0215, -0.3079, 2.9041)  0.354
C (0.3534, 1.4502, 4.8904)  -0.440
N (-0.9665, -2.0694, 1.1339)  1.241
C (3.3621, -3.9047, -3.4777)  -0.775
C (3.2606, -0.4498, 0.7182)  1.699
C (2.2077, -3.5905, -0.9670)  -0.538
C (-2.7456, -1.4503, -4.2923)  -1.048
H (0.7806, 2.8216, -1.4667)  0.737
C (1.3825, 0.9252, -4.9900)  -0.400
H (-2.5585, 3.0740, 5.4209)  0.418
O (1.6061, 1.4887, 2.5785)  -0.829
C (1.3072, -3.0043, -4.6124)  -1.400
C (-3.1236, 4.5750, 0.0495)  -0.426
C (-1.7665, -0.9765, -3.4319)  -0.140
H (0.2559, 4.8275, -0.1001)  0.349
C (1.4999, 1.0192, -3.6057)  0.966
C (-1.2871, 0.3209, -3.5626)  1.398
C (-1.9531, -4.1816, 0.5762)  -1.541
H (-4.4139, -1.2278, 0.2690)  0.531
C (3.4949, -4.0856, -1.0948)  -0.296
O (5.7657, -4.8335, -0.0657)  -0.737
O (2.4164, -1.2876, 1.1422)  -0.918
H (2.3671, 1.1781, -6.8742)  0.427
C (-0.9591, -2.4320, 2.4431)  -0.350
H (-1.3864, 2.1423, -4.7065)  0.433
C (-0.4073, -1.5121, 3.3967)  -0.213
C (3.6560, 1.6664, -5.2295)  -0.594
C (-3.4304, 5.9058, 0.2930)  -0.766
Sr (0.8315, 0.1695, 0.8342)  2.319
H (-1.2107, 2.0821, 3.5771)  0.354
H (-2.6602, 7.8858, 0.5669)  0.389
H (-2.3547, 0.0855, 0.6986)  0.337
C (-0.3693, -1.9072, 4.7259)  -0.676
N (4.5109, -3.1136, 1.2188)  -0.214
C (-1.4400, -2.9148, 0.2525)  -0.134
O (-0.6448, 1.8866, 0.8101)  0.292
H (-6.0303, -0.4515, -1.4365)  0.407
H (4.7952, -0.6774, 2.1879)  0.291
H (-5.5844, 1.6042, -2.7261)  0.452
C (4.7212, -0.6670, 1.0980)  -1.525
C (-3.2368, -0.6298, -5.2964)  -0.693
C (0.0792, 1.9586, 7.2140)  -0.798
H (1.7627, -3.4614, 0.0124)  0.568
C (-1.7801, 1.1401, -4.5770)  -0.654
H (5.0853, -4.6383, -2.3959)  0.531
O (0.3058, -0.1694, -1.3704)  -0.021
C (-1.9852, -4.5533, 1.8911)  -0.985
H (4.7288, 2.0201, -3.4060)  0.497
C (-0.8798, -3.1451, 5.1361)  -1.092
C (4.0771, -4.2490, -2.3420)  -0.518
C (2.7147, 1.4012, -3.0324)  -0.754
C (-4.8715, 1.2645, -1.9858)  -0.798
H (-1.4422, -2.5776, -0.7773)  0.390
C (-1.4734, -3.6848, 2.8785)  1.064

Cartesian forces (eV/Å) of the 2 atoms listed first:
H 0.01 -0.01 -0.03
C 0.03 0.06 -0.06

***

Molecular formula: C51H48AlN8O2PTe
Method: DFT, ωB97M-V/def2-TZVPD

As for the LUMO energy: -0.200 hartree. The value obtained for the energy is -92852.5813 eV. For the HOMO-LUMO gap, the calculation gives 6.19 eV. As for the charge: +2. Its multiplicity is 1.

Each line ends with the Mulliken charge.
Element x y z (Å)
H (15.4451, 7.3387, 13.0525)  0.307
C (16.5743, 11.8642, 11.8868)  0.800
C (13.9671, 9.7740, 10.2277)  1.303
C (10.3402, 15.0293, 10.4939)  0.905
H (12.0442, 13.2805, 9.4651)  0.095
C (8.3120, 14.1043, 8.7567)  -0.760
H (15.3497, 7.7046, 14.8490)  0.465
H (15.9631, 10.2938, 6.9143)  0.406
H (8.8415, 12.5054, 19.7589)  0.393
O (9.0964, 11.0232, 10.8946)  -0.574
C (9.8237, 20.5339, 11.5446)  -0.543
C (10.2677, 11.3466, 11.0008)  0.060
C (12.0784, 12.1931, 16.4152)  0.250
C (17.2725, 13.1563, 13.9933)  -1.084
H (13.0443, 12.0059, 9.6677)  0.206
H (14.9650, 12.9741, 17.3689)  0.310
H (10.7835, 9.8012, 16.5631)  0.581
C (8.2390, 10.6904, 13.7780)  -0.663
C (19.0497, 12.2246, 11.6065)  -0.338
N (12.2045, 12.6793, 14.1903)  0.817
H (12.8245, 5.8289, 12.3983)  0.364
N (13.2212, 13.0005, 16.1544)  0.584
H (21.4983, 9.9244, 10.9238)  0.392
N (12.3325, 14.5204, 12.0017)  1.195
H (10.6046, 17.7119, 9.7658)  0.261
C (10.2153, 11.1831, 15.0488)  0.464
C (13.7058, 9.0005, 9.0842)  -0.716
C (10.7451, 11.9695, 20.5111)  -0.540
H (12.9898, 8.1787, 9.0697)  0.399
C (14.0826, 13.5760, 17.1701)  -1.238
C (19.3736, 9.5436, 10.9425)  -0.728
H (15.4044, 9.0263, 13.5865)  -0.040
C (14.9479, 10.7711, 10.1602)  -0.554
C (10.8583, 17.9049, 11.9199)  0.587
C (11.5506, 12.0154, 17.7556)  0.249
C (13.0621, 15.1867, 12.9339)  -0.480
N (16.3702, 12.8261, 12.8994)  0.159
H (16.4051, 11.8101, 8.9423)  0.493
C (10.2114, 12.3021, 18.1223)  -0.231
C (11.4749, 11.9672, 15.1785)  0.162
H (9.3535, 12.5553, 13.6377)  0.376
H (12.7947, 11.2288, 20.8548)  0.398
C (17.8993, 11.3785, 11.5606)  0.163
H (19.4998, 8.5080, 10.6466)  0.425
H (18.1347, 12.5137, 14.0013)  0.569
O (10.9470, 11.4837, 12.1159)  0.121
C (9.5319, 14.5773, 8.2587)  -0.948
C (13.2548, 17.5501, 13.7539)  -1.334
C (9.0623, 14.7418, 10.9848)  0.114
H (10.9173, 18.5120, 14.0718)  0.391
C (15.4386, 10.1679, 7.8638)  -0.908
H (7.1911, 8.8727, 14.3763)  0.376
P (14.3184, 14.4620, 13.9314)  -0.379
C (9.2683, 11.5641, 14.0913)  -0.506
H (21.2285, 12.3919, 11.4795)  0.364
N (11.1023, 11.5462, 9.8584)  -0.341
N (12.1986, 12.4617, 10.0818)  0.051
C (9.9480, 19.6477, 10.4348)  -0.836
H (7.5820, 13.7112, 8.1085)  0.558
H (10.3703, 11.9900, 21.5068)  0.451
H (7.6747, 10.8341, 12.8992)  0.547
C (12.4331, 11.6593, 18.7885)  -0.459
H (13.3912, 9.6155, 11.1471)  -0.044
N (12.7269, 16.5275, 12.8574)  0.345
C (9.8758, 12.3227, 19.4924)  -0.670
C (15.0317, 8.0310, 13.8468)  -0.807
H (9.6412, 19.9881, 9.4642)  0.460
C (11.4012, 15.4212, 11.4445)  -0.938
C (11.5868, 16.6430, 12.0945)  0.991
H (11.5110, 15.3671, 8.6482)  0.561
C (10.5727, 15.0040, 9.0881)  -0.142
H (11.2454, 6.6736, 12.2695)  0.356
C (20.4965, 10.3571, 11.0847)  -0.463
C (8.0837, 14.2234, 10.1282)  -0.796
H (10.5406, 11.9121, 9.0832)  0.283
H (8.9703, 8.0672, 15.7886)  0.480
C (20.3442, 11.7183, 11.3774)  -0.688
C (15.6885, 10.9791, 8.9462)  -0.217
H (13.5486, 13.6436, 18.1256)  0.587
H (14.3961, 14.6032, 16.9186)  0.406
H (17.3134, 9.2443, 11.1580)  0.337
C (8.0990, 9.5039, 14.5205)  -0.543
H (9.4222, 21.5307, 11.4313)  0.438
H (14.3366, 17.5685, 13.7954)  0.393
H (12.6692, 7.2963, 11.3549)  -0.074
Te (12.8633, 8.1222, 13.9199)  0.284
C (12.0478, 11.5908, 20.1535)  -0.867
H (8.8599, 14.9924, 12.0340)  0.499
C (15.2960, 11.5678, 11.3924)  -0.449
C (18.1004, 10.0206, 11.2089)  -0.108
C (9.0438, 9.0963, 15.4540)  -0.948
C (14.4095, 9.2330, 7.9311)  -0.732
H (16.8128, 13.1180, 14.9767)  0.245
H (17.6121, 14.1863, 13.9493)  0.407
N (14.3631, 12.3575, 12.0991)  1.601
C (10.0407, 10.0080, 15.7999)  -0.155
C (10.4461, 18.3448, 10.6582)  -0.381
C (10.7326, 18.7970, 12.9981)  -0.532
C (10.2076, 20.0821, 12.7882)  -0.703
H (7.1138, 13.9717, 10.5546)  0.451
C (12.3395, 6.8312, 12.2832)  -0.657
H (14.1509, 8.7425, 7.0218)  0.471
H (13.4483, 11.3775, 18.4840)  0.474
H (13.0377, 18.5571, 13.3404)  0.609
H (9.7287, 14.6119, 7.1924)  0.417
C (15.0137, 13.1210, 12.9601)  -0.460
C (13.2231, 13.2977, 14.8130)  -0.429
Al (12.3668, 12.5644, 12.1511)  -1.696
H (12.8752, 17.5090, 14.7906)  0.365
H (19.0019, 13.3028, 11.9420)  0.324
H (9.4320, 12.4962, 17.3986)  0.445
H (10.0818, 20.7554, 13.6490)  0.359

Cartesian forces (eV/Å) of the 2 atoms listed first:
H -0.75 0.53 1.00
C -1.75 0.83 0.85

***

Q: The highest LUMO belongs to which entry?
A: C51H47N3O8P2S2Sr

***

Q: Which of these has the highest energy?
A: C51H48AlN8O2PTe

***

Q: LUMO of number 1 (C51H47N3O8P2S2Sr)?
A: -0.001 hartree